No. 1
Formula: CFNO2S2
Source: the Open Molecules 2025 dataset
Level of theory: ωB97M-V/def2-TZVPD

Summary:
HOMO energy ... -10.38 eV
Energy relative to the best compared isomer or geometry (same formula, charge and spin) ... 0.373 eV
Kohn-Sham gap ... 0.3291 Ha

Last column: natural (NBO) charge in e.
Geometry (Å):
C: 2.5239 0.2286 0.3543  -0.0816
N: 3.4690 0.1834 1.0204  -0.2231
O: -1.7819 1.0118 -0.0671  -0.8376
O: -3.6731 -0.4846 -0.3092  -0.8171
F: 0.8335 -1.2706 -0.8388  -0.4553
S: 1.2554 0.3024 -0.6906  0.7610
S: -2.6268 0.0291 0.5309  1.6538

---

No. 2
Formula: C19H12ClF8O3
Source: the Open Molecules 2025 dataset
Level of theory: ωB97M-V/def2-TZVPD

Summary:
HOMO energy ... -3.84 eV
Kohn-Sham gap ... 0.1479 Ha
Total charge ... -1

Last column: natural (NBO) charge in e.
Geometry (Å):
Cl: 1.7274 -2.9300 1.6152  -0.9991
C: 5.1909 -7.2133 -1.0251  -0.1590
C: 3.8929 -7.9368 -1.2962  0.6027
C: 3.1726 -8.2129 0.0449  0.5039
F: 2.0560 -8.8722 -0.2636  -0.3193
F: 3.9330 -9.0568 0.8355  -0.3403
F: 3.1904 -7.0918 -2.1077  -0.3292
F: 4.1557 -9.0403 -1.9957  -0.3048
O: 6.0951 -7.1739 -2.1719  -0.5246
C: 6.6015 -5.8375 -2.5398  0.8531
C: 5.3345 -5.0819 -3.0889  0.4913
F: 5.5623 -3.8758 -3.4991  -0.3043
F: 4.9499 -5.8995 -4.1101  -0.3312
F: 7.1553 -5.2384 -1.4416  -0.3333
F: 7.6547 -6.0778 -3.3402  -0.3008
H: 5.7695 -7.8215 -0.3299  0.2122
H: 5.0798 -6.2613 -0.5060  0.2238
H: 2.8623 -7.3332 0.6088  0.1834
H: 4.4997 -4.9418 -2.4022  0.1755
C: -0.3957 4.2605 -0.4409  -0.1790
C: -0.6893 5.4524 -1.1505  -0.1933
C: -1.9050 6.0996 -0.8999  -0.1616
C: -2.8256 5.6054 0.0553  -0.1700
C: -2.5233 4.4211 0.7714  -0.0651
C: -1.3509 3.7877 0.4481  -0.1735
C: -3.4621 3.9076 1.8061  0.5170
O: -3.1455 2.9110 2.4865  -0.5039
C: -4.6702 4.7673 2.1232  -0.1379
C: -5.4732 4.4032 3.2495  -0.1474
C: -6.5586 5.2778 3.5970  -0.1923
C: -6.9851 6.2806 2.7675  -0.2053
C: -6.0969 6.6607 1.7258  -0.1805
C: -4.9612 5.9294 1.3992  -0.0872
C: -4.1018 6.3522 0.2547  0.6088
O: -4.4340 7.3133 -0.5011  -0.5675
H: 0.5074 3.6909 -0.6037  0.2308
H: -0.0315 5.8866 -1.8888  0.2169
H: -2.1399 7.0024 -1.4442  0.2331
H: -1.0191 2.8817 0.9334  0.2460
H: -5.2373 3.6137 3.9477  0.2443
H: -7.0974 5.1583 4.5253  0.2130
H: -7.9210 6.8139 2.8455  0.2212
H: -6.3661 7.4196 1.0061  0.2332

---

No. 3
Formula: C3H3NdO4
Source: the Open Molecules 2025 dataset
Level of theory: ωB97M-V/def2-TZVPD

Summary:
HOMO energy (alpha / beta) ... -11.95 / -13.01 eV
Energy relative to the best compared isomer or geometry (same formula, charge and spin) ... 2.589 eV
Multiplicity ... 5
Kohn-Sham gap (alpha / beta) ... 0.1787 / 0.2591 Ha
Total charge ... +1

Last column: Löwdin charge in e.
Geometry (Å):
C: 0.3435 -0.6649 -0.9719  -0.2356
C: 1.5179 0.2054 -0.9012  -0.1726
O: 2.0748 0.3561 0.2212  -0.1911
O: 0.4135 -1.5698 -0.0065  -0.2955
H: 0.2365 -1.1084 -1.9788  0.1427
H: 2.0644 0.4470 -1.8254  0.1525
Nd: 0.9595 -0.6534 2.1028  2.0865
O: -1.2054 0.5183 1.8834  -0.2739
O: -3.0512 1.3914 0.9801  0.0837
C: -2.0006 0.7806 0.9056  -0.4842
H: -1.3530 0.2978 -0.4092  0.1875

---

No. 4
Formula: C2H4O4
Source: the Open Molecules 2025 dataset
Level of theory: ωB97M-V/def2-TZVPD

Summary:
SMILES string ... O=CO.O=CO
HOMO energy ... -10.63 eV
Energy relative to the best compared isomer or geometry (same formula, charge and spin) ... 0.566 eV
Kohn-Sham gap ... 0.4136 Ha

Last column: natural (NBO) charge in e.
Geometry (Å):
O: -2.5285 3.8996 -1.3101  -0.6089
O: -3.4821 2.8863 -3.1611  -0.6690
C: -2.5604 3.6650 -2.5043  0.6715
H: -4.1831 2.6505 -2.4941  0.4983
H: -1.8246 3.9929 -3.2651  0.1322
O: -4.3767 7.3056 -1.4361  -0.5962
O: -2.6727 6.3622 -0.1722  -0.7052
C: -3.5293 7.3880 -0.5332  0.6417
H: -2.7085 5.6132 -0.8278  0.5102
H: -3.3466 8.2673 0.1157  0.1253

---

No. 5
Formula: C2H6N4O2
Source: the Open Molecules 2025 dataset
Level of theory: ωB97M-V/def2-TZVPD

Summary:
HOMO energy ... -9.58 eV
Energy relative to the best compared isomer or geometry (same formula, charge and spin) ... 6.164 eV
Kohn-Sham gap ... 0.3476 Ha

Last column: natural (NBO) charge in e.
Geometry (Å):
C: -1.0746 0.0192 -0.0590  0.6916
C: 1.2904 -0.6706 -0.0717  0.6559
H: -2.9418 -0.1223 0.3941  0.3611
H: -2.4406 -1.7238 0.4802  0.3226
H: -1.6500 2.0148 0.2723  0.3789
H: 1.5543 -2.4875 -0.2989  0.3411
H: 2.4299 0.7025 1.1353  0.4170
H: 0.7774 1.9701 -0.8158  0.5040
N: -2.4024 -0.5404 -0.3750  -0.7422
N: -0.8415 1.3596 0.1612  -0.8011
N: 2.1471 -1.7260 -0.0767  -0.6260
N: 1.5406 0.5734 0.4252  -0.4016
O: -0.1639 -0.9164 -0.4634  -0.5200
O: 1.7750 1.5475 -0.7078  -0.5812

---

No. 6
Formula: C6H11N2
Source: the Open Molecules 2025 dataset
Level of theory: ωB97M-V/def2-TZVPD

Summary:
HOMO energy (alpha / beta) ... -12.25 / -11.79 eV
Energy relative to the best compared isomer or geometry (same formula, charge and spin) ... 8.973 eV
Kohn-Sham gap (alpha / beta) ... 0.1788 / 0.1384 Ha
Total charge ... +1

Last column: natural (NBO) charge in e.
Geometry (Å):
C: 0.0738 2.3599 1.0003  0.3542
C: -0.8689 -0.4236 -0.3433  0.2016
C: -0.7878 -1.8857 0.2249  -0.3316
C: 0.3227 1.3578 -1.2152  -0.2266
C: 0.0535 2.5431 -0.2789  -0.2802
C: 1.6131 -0.1386 0.2816  -0.4739
N: 0.3019 0.1722 -0.3608  -0.4426
N: -2.0055 -2.4843 0.6926  -0.7968
H: 0.2090 2.0004 1.9619  0.2508
H: -0.3401 -2.5340 -0.5756  0.2334
H: -0.1067 -1.7929 0.9952  0.1807
H: -0.4477 1.1078 -1.9280  0.2920
H: 1.2005 1.4873 -1.8504  0.2656
H: 0.0348 3.5758 -0.7181  0.3396
H: 2.0591 -0.8611 -0.3883  0.2403
H: 2.2053 0.8181 0.3493  0.2196
H: 1.6323 -0.7224 1.1599  0.2415
H: -2.6134 -1.6429 1.0156  0.3584
H: -2.5360 -2.9368 -0.0227  0.3741

---

No. 7
Formula: C26H53F2N2O6S6
Source: the Open Molecules 2025 dataset
Level of theory: ωB97M-V/def2-TZVPD

Summary:
HOMO energy ... -6.68 eV
Kohn-Sham gap ... 0.3145 Ha
Total charge ... -1

Last column: Löwdin charge in e.
Geometry (Å):
C: 1.5755 4.4854 0.1667  -0.1198
C: 2.9076 3.8260 0.5229  -0.2610
C: 2.7370 2.4750 1.2273  -0.2222
C: 3.8344 1.4692 0.8945  -0.2150
C: 3.8963 0.2989 1.8786  -0.1929
C: 2.8780 -0.8099 1.5810  -0.1981
C: 3.3270 -1.8023 0.4921  -0.1698
C: 2.2207 -2.5410 -0.2862  -0.1482
N: 1.8775 -2.0815 -1.6616  -0.1905
C: 2.2976 -2.9612 -2.7659  -0.1965
C: 1.1536 -3.2184 -3.7616  -0.1655
C: 1.0333 -2.2595 -4.9655  -0.1985
C: -0.3409 -1.5814 -5.0307  -0.2177
C: -0.4187 -0.4165 -6.0193  -0.2067
C: 0.3999 0.8147 -5.5926  -0.2188
C: -0.3789 2.1299 -5.5151  -0.2613
C: -1.6426 2.0522 -4.6596  -0.1116
C: 1.9829 -0.7145 -1.9129  -1.1222
S: 3.1787 0.0418 -2.7538  0.6554
S: 0.7342 0.2999 -1.2715  0.9426
C: -0.5776 -0.8233 -0.7197  -0.4329
C: -1.8392 -0.0010 -0.4569  -0.2317
C: -1.7551 0.8004 0.8572  -0.1346
C: -2.6597 0.2557 1.9539  -0.2804
O: -2.4077 -1.1488 2.1183  -0.2518
C: -1.3372 -1.4833 2.9522  -1.0289
S: -1.8515 -1.3043 4.6907  0.7706
S: -0.8006 -3.1610 2.4773  0.7486
C: -4.1844 0.3971 1.7277  -0.3308
C: -4.5654 1.5935 0.8708  -0.0224
O: -4.7176 -0.7622 1.1141  -0.1344
C: -5.4435 -1.6162 1.9744  -0.2671
C: -5.9950 -2.7587 1.1424  -0.0680
H: 1.1229 4.0025 -0.7062  0.0641
H: 0.8717 4.3904 0.9998  0.0712
H: 1.6824 5.5496 -0.0517  0.0613
H: 3.4901 3.6698 -0.3929  0.1034
H: 3.4762 4.4980 1.1697  0.1050
H: 2.7280 2.6291 2.3085  0.1170
H: 1.7655 2.0641 0.9441  0.0722
H: 4.7944 1.9969 0.8772  0.1130
H: 3.6802 1.0897 -0.1233  0.0630
H: 3.7087 0.6850 2.8857  0.1029
H: 4.9042 -0.1286 1.9074  0.1111
H: 2.7017 -1.3778 2.5014  0.1142
H: 1.9097 -0.3651 1.3229  0.0805
H: 3.8848 -2.5933 1.0048  0.1118
H: 4.0371 -1.3325 -0.1953  0.0988
H: 1.3161 -2.5686 0.3316  0.0718
H: 2.5170 -3.5800 -0.4254  0.1084
H: 2.6028 -3.9092 -2.3219  0.1090
H: 3.1764 -2.5432 -3.2656  0.0819
H: 0.2255 -3.1465 -3.1820  0.1000
H: 1.2100 -4.2584 -4.0968  0.1046
H: 1.1887 -2.8072 -5.9003  0.1091
H: 1.8145 -1.4985 -4.9101  0.0813
H: -1.0865 -2.3357 -5.3097  0.1127
H: -0.6163 -1.2247 -4.0297  0.0998
H: -1.4684 -0.1445 -6.1601  0.0946
H: -0.0586 -0.7727 -6.9921  0.1072
H: 1.2517 0.9422 -6.2664  0.1087
H: 0.8262 0.6427 -4.5994  0.0695
H: 0.2869 2.8715 -5.0615  0.1037
H: -0.6196 2.5013 -6.5174  0.1029
H: -2.0201 3.0510 -4.4297  0.0680
H: -1.4192 1.5572 -3.7091  0.0565
H: -2.4529 1.5055 -5.1465  0.0626
H: -0.2719 -1.3030 0.2121  0.0382
H: -0.7101 -1.5972 -1.4768  0.0767
H: -2.0378 0.6674 -1.2995  0.0943
H: -2.6678 -0.7118 -0.3905  0.1147
H: -0.7304 0.7601 1.2378  0.1006
H: -1.9526 1.8625 0.7006  0.1147
H: -2.4227 0.7502 2.9026  0.1374
H: -0.4589 -0.8460 2.7990  0.0658
H: -0.6166 -1.3257 5.2134  -0.1425
H: -1.8654 -3.3739 1.6966  -0.1283
H: -4.6359 0.5196 2.7210  0.1481
H: -4.0520 2.5027 1.1913  0.0870
H: -5.6404 1.7660 0.9500  0.0835
H: -4.3223 1.4017 -0.1762  0.0852
H: -6.2575 -1.0546 2.4544  0.1218
H: -4.7852 -1.9954 2.7655  0.1165
H: -5.2447 -3.0909 0.4240  0.0769
H: -6.8920 -2.4571 0.5988  0.0713
H: -6.2537 -3.6058 1.7817  0.0736
N: 1.0789 1.8377 6.5358  -0.3161
S: 0.8879 0.4305 7.2322  0.4719
O: 1.1814 0.4147 8.6270  -0.2852
O: 1.2875 -0.6912 6.4343  -0.3162
F: -0.6962 0.3922 7.1561  -0.2162
S: 2.5383 2.4152 6.3851  0.4592
O: 2.4671 3.7842 5.9976  -0.2987
O: 3.4504 1.5435 5.7145  -0.3011
F: 3.0718 2.4498 7.8822  -0.1927